(1)
77
Properties=species:S:1:pos:R:3:lowdin_spin:R:1 method="wB97M-V/def2-TZVPD" charge=-2 spin_multiplicity=2 relative_energy_kcal_mol=20.7 homo_ev="-2.26 / -2.44" homo_lumo_gap_ev="6.16 / 6.35" e_lumo_ev="3.901 / 3.901"
H 5.4886 0.4102 -2.8069 0.00
C 2.4677 3.8850 -3.4745 0.00
C 4.2107 -0.3651 0.1391 0.00
H 1.3145 -1.0904 2.4363 0.00
C -3.4622 3.5637 -1.2678 0.00
H 3.2039 3.7518 -6.7804 0.00
S 0.6076 -1.4315 -1.1849 0.07
H 2.2123 -3.9834 -1.1157 0.00
H 2.1913 -0.2811 4.6228 0.00
C 1.2309 2.1379 -4.5443 0.00
H 3.7868 5.0161 -4.7301 0.00
C 3.7267 -2.0362 -2.8451 0.02
C 3.6778 0.3937 -0.9086 0.00
C 3.9181 -1.8149 0.3932 0.00
H 7.7396 -4.3043 -4.3932 0.00
H 4.3770 0.3909 -4.1663 0.00
H 2.3118 -5.1482 -2.4368 0.00
Cl 3.0335 4.1507 2.8000 0.00
C 3.5596 -3.4304 -2.7128 0.00
H 2.8622 -2.0438 0.2646 0.00
H 4.1859 -2.0732 1.4182 0.00
H 7.2894 -5.3115 -3.0162 0.00
C 4.9278 -1.5913 -3.4304 0.00
C 4.5942 -4.3002 -3.0552 0.00
S 0.9937 -3.8371 2.1829 0.04
H 6.0605 -0.0528 -4.4091 0.00
H 1.5366 1.9229 -6.6561 0.00
Te 2.2756 -0.2520 -2.3880 0.01
C 2.4963 2.4956 2.7430 0.00
Cu -0.2129 0.4178 -0.1809 0.62
C 1.9744 1.9827 1.5667 0.00
H 0.5132 1.3278 -4.4853 0.00
C 3.0684 4.2056 -4.6823 0.00
C 0.8874 2.5308 -2.0473 0.01
O -0.9536 1.9863 0.8476 0.04
C 1.6642 -0.0695 2.5544 0.00
N 1.6003 0.7135 1.4804 0.00
C 2.3009 -4.0819 -2.2010 0.01
C 1.5546 2.8363 -3.3862 0.01
C -3.7024 4.7383 -0.5773 0.00
F -4.6226 5.6291 -1.0187 0.00
F -2.3348 1.5317 -1.5180 0.00
C -2.5521 2.6466 -0.7947 0.00
H 5.0602 3.4260 -0.2323 0.00
C -2.0796 4.0497 1.0527 0.00
H 2.9884 2.0984 4.7883 0.00
F -4.1328 3.3269 -2.4126 0.00
C -1.8068 2.8320 0.3925 0.00
N 0.9684 1.2935 -1.5823 0.10
C 1.8099 2.4720 -5.7624 0.00
H 3.5566 2.3275 -1.8258 0.00
C -2.9968 4.9675 0.5885 0.00
F -1.4035 4.3401 2.1816 0.00
H 1.8432 2.5938 0.6795 0.00
C 5.9379 -2.4925 -3.7737 0.00
C 5.3707 1.6337 0.9222 0.00
H 2.6811 4.4564 -2.5784 0.00
C 4.8440 2.3698 -0.1282 0.00
C 5.8005 -3.8529 -3.5712 0.00
C 3.9967 1.7441 -1.0260 0.00
C 2.1566 0.3836 3.7698 0.00
C 2.7394 3.4997 -5.8343 0.00
O 0.3275 3.5082 -1.5195 0.00
S -1.5345 -1.2367 1.1470 0.04
C 2.5916 1.6954 3.8652 0.00
C 5.2222 -0.1333 -3.7148 0.00
H 4.4869 -2.4543 -0.2834 0.00
C 6.9055 -4.8176 -3.9122 0.00
H 6.8559 -2.1098 -4.2131 0.00
H 6.5562 -5.6011 -4.5888 0.00
H 4.4390 -5.3679 -2.9207 0.00
H 1.4050 -3.6464 -2.6329 0.00
C 5.0509 0.2933 1.0432 0.00
Sb -0.6114 -3.3237 0.6622 0.03
F -3.2213 6.1055 1.2795 0.00
H 5.4400 -0.2740 1.8818 0.00
H 6.0112 2.1061 1.6579 0.00

=====

(2)
21
Properties=species:S:1:pos:R:3:lowdin_charge:R:1 method="wB97M-V/def2-TZVPD" smiles=C[C@@H](CCO)NCO relative_energy_kcal_mol=66.4 homo_ev=-8.91 homo_lumo_gap_ev=9.71 e_lumo_ev=0.804
H -0.4596 -2.7602 2.4631 0.11
H -0.1676 -0.8866 -2.7372 0.08
C -0.9932 -1.2246 1.3158 -0.27
H 1.1715 -0.9612 -0.0430 0.13
O 0.2877 3.1856 0.1263 -0.09
H 1.0427 1.5186 -1.5212 0.11
H -2.0542 -1.1033 1.5495 0.12
C 0.5832 1.8514 0.5386 -0.26
O -0.3682 -2.4892 1.5127 -0.06
H 1.4063 -0.2394 -2.5139 0.09
N -0.8830 -0.9747 -0.1318 -0.01
H 1.6155 2.0967 0.7945 0.12
H -1.2822 -1.7219 -0.5847 0.07
C 0.6677 -0.9363 -2.0693 -0.07
H -0.6019 3.3130 0.4348 0.07
H -0.0597 1.4170 1.3258 0.11
C 0.3746 1.0821 -0.7522 -0.15
C 0.4166 -0.5164 -0.6503 -0.35
H -0.4638 -0.4786 1.8686 0.09
H -0.6449 1.3656 -1.2060 0.14
H 1.0302 -1.8450 -2.3159 0.03

=====

(3)
21
Properties=species:S:1:pos:R:3:lowdin_charge:R:1 method="wB97M-V/def2-TZVPD" smiles=Nc1ccc2ncccc2c1N relative_energy_kcal_mol=29.6 homo_ev=-7.45 homo_lumo_gap_ev=7.94 e_lumo_ev=0.482
H -0.3753 -3.0999 0.0174 0.13
H -1.3166 2.4412 0.1086 0.11
C 0.8956 0.6324 0.0923 -0.20
H 2.1324 -2.4587 -0.1135 0.10
C 1.8245 -0.4255 -0.0310 -0.32
H 0.7054 2.6953 -0.3809 0.08
N 3.1735 -0.0341 -0.0319 0.04
C -0.5280 0.3171 0.1732 -0.09
N 1.2985 1.9677 0.0089 0.10
H 3.4042 0.2070 1.0401 0.16
C 1.3576 -1.7326 -0.1083 -0.06
H -4.1569 -0.8325 -0.0200 0.09
H 2.2217 2.0601 -0.3320 0.06
H -3.6781 1.7248 -0.4050 0.13
C -0.9269 -0.9875 0.0804 -0.26
C -3.1490 -0.4780 -0.0150 -0.14
C -2.8775 0.9642 -0.0393 -0.07
N -2.2436 -1.4258 0.0208 0.10
H 3.7819 -0.8552 -0.2711 0.09
C -1.5909 1.3622 0.1297 -0.02
C 0.0477 -2.0421 0.0768 -0.03

=====

(4)
82
Properties=species:S:1:pos:R:3:lowdin_charge:R:1 method="wB97M-V/def2-TZVPD" charge=-1 homo_ev=-3.81 homo_lumo_gap_ev=5.34 e_lumo_ev=1.536
O 5.6213 3.8975 -3.7576 -0.19
C 3.2579 -0.8693 1.4254 -0.94
O -1.4504 -7.1680 0.9365 -0.20
O -1.1868 -4.8865 1.7928 -0.21
H -0.2386 -2.7323 0.5522 0.08
H 0.5753 -6.8755 1.0131 0.13
H 7.7189 0.1613 2.3757 0.08
C 5.7276 4.0908 -5.1662 -0.18
H 5.1136 1.6164 -0.2695 0.12
H -2.9913 0.0703 -3.8377 0.03
H 4.1950 0.0166 -2.4986 0.08
C -0.2562 -7.0441 1.7055 -0.18
H 5.9217 -0.1197 -1.7574 0.07
Br -6.2140 1.2202 4.2383 0.52
O 3.7613 2.7154 -2.5827 -0.22
H 4.6264 3.1584 -6.8103 0.14
C 4.3878 0.6713 -0.2269 -0.26
H 5.7911 -1.2067 2.4770 0.11
Br -6.0593 -1.8063 0.9693 0.52
C -1.4100 4.0227 1.0728 -0.28
N 4.4475 0.0074 1.1246 -0.23
H -4.6165 2.8479 -1.8152 0.06
H -2.4302 -1.9973 0.8952 0.07
P -4.1361 -0.1695 -1.5937 0.71
C -2.6300 0.2766 -2.7380 -0.41
H 5.7758 5.1555 -5.4067 0.14
C 6.9241 0.5546 1.5798 -0.12
H -0.0711 -7.9549 2.2798 0.13
H -6.6856 0.3638 -1.6551 0.07
C -5.0808 -0.2237 3.3541 -0.74
C 5.7727 -0.6485 1.4216 -0.25
H -6.7719 -1.8324 3.8357 0.07
H -5.8040 0.8290 -3.2815 0.06
O -3.4514 -5.6822 1.0980 -0.23
H 0.2182 5.4597 1.8347 0.09
H 0.5164 4.9663 0.0382 0.09
H -4.9539 -2.5779 3.6443 0.08
O -1.6456 -5.2388 -0.6331 -0.24
H -4.0079 2.9745 1.1682 0.09
H 3.6067 4.0510 -5.6474 0.13
C -5.6054 -1.6478 3.9962 -0.27
C -5.3464 -0.0680 1.7427 -0.72
H -0.2906 0.5189 1.0550 0.10
H 6.1314 -1.4413 0.6396 0.12
H -6.2065 0.7307 1.5605 0.03
H -1.1123 -6.0811 3.4580 0.13
H 3.2984 1.1024 -0.4515 0.13
C -5.6966 0.8557 -2.1060 -0.50
C -0.4814 -5.8279 2.5999 -0.17
C 0.3084 -1.7604 0.9691 -0.49
O 5.8865 1.4765 -3.2172 -0.27
C -5.6694 2.4085 -1.5429 -0.20
H 0.3180 -1.8724 2.1373 0.07
C 0.1706 4.5386 1.0866 -0.04
O -2.3213 4.9710 0.7240 -0.09
H 0.9234 3.6974 1.4131 0.08
H -6.5732 3.0628 -1.9255 0.07
H 7.4254 0.8032 0.5390 0.07
H -3.9621 -0.0597 3.6853 0.09
S 2.9690 -1.2419 3.0946 0.50
H -5.7039 2.3331 -0.3601 0.05
C 4.7854 -0.2761 -1.5026 -0.14
S -2.0698 -5.6816 0.6765 0.67
C -2.1744 -0.9144 1.3136 -0.25
H -5.4681 -1.6123 5.1804 0.07
H 4.6023 -1.4386 -1.3057 0.08
O -1.8158 2.6221 1.3925 -0.17
H -2.1163 -1.0120 2.4841 0.06
C 4.4921 3.4164 -5.7564 -0.17
S 4.8734 2.4762 -3.4729 0.68
O 4.2923 2.2381 -4.9773 -0.19
C -0.7041 -0.4992 0.6330 -0.29
Al -3.6359 0.3711 0.6486 0.07
H 0.4585 -5.3969 2.9550 0.14
H 6.6452 3.5993 -5.5063 0.13
H -1.7787 -0.5034 -2.5056 0.02
H -2.9358 2.6988 -0.4293 0.07
H -0.8848 -0.3634 -0.5202 0.08
H 6.4446 1.5231 2.0847 0.09
S 2.0251 -1.5711 0.2054 0.78
C -3.1117 2.3612 0.6979 -0.25
H -2.2536 1.3706 -2.5483 0.03

=====

(5)
22
Properties=species:S:1:pos:R:3:lowdin_spin:R:1 method="wB97M-V/def2-TZVPD" charge=+1 spin_multiplicity=3 relative_energy_kcal_mol=72.4 homo_ev="-13.26 / -13.78" homo_lumo_gap_ev="9.00 / 7.26" e_lumo_ev="-4.263 / -6.520"
N -0.3389 -2.7139 -0.9059 0.02
H 0.8593 -0.2234 -2.4822 0.00
C 1.3711 -0.4225 -1.4897 0.00
H 1.4485 -1.4887 -1.3771 0.00
N 0.5219 0.0064 -0.4063 0.00
H 1.4936 3.6517 0.6823 0.00
C 0.6465 1.8584 1.1338 0.10
H 2.3084 -0.0643 -1.5118 0.00
N -2.4230 -0.0716 1.7045 0.24
C 1.3015 3.1023 1.6125 0.01
N 1.1520 1.0767 0.0975 0.40
H 2.2884 2.9696 2.2002 0.00
H 0.6859 3.6493 2.2575 0.00
C -0.5360 1.4008 1.5033 0.89
H -1.6331 -1.5363 -1.9625 0.01
C -0.6419 -0.5019 -0.1617 0.20
H -2.1900 -2.0181 -0.4492 0.00
C -1.2376 -1.6060 -0.9237 0.03
H -0.4718 -3.4923 -0.3480 0.00
H -0.2406 -2.9970 -1.8632 0.00
C -1.3412 0.2607 1.2454 0.12
H -3.0230 -0.8399 1.4444 0.01

=====

(6)
8
Properties=species:S:1:pos:R:3:lowdin_charge:R:1 method="wB97M-V/def2-TZVPD" relative_energy_kcal_mol=35.5 homo_ev=-10.29 homo_lumo_gap_ev=10.87 e_lumo_ev=0.581
O 0.1077 -1.1999 1.4900 0.17
N -1.1114 0.0217 -0.0485 0.15
N 0.6357 0.8878 -1.1178 0.10
C -0.6682 0.7816 -1.0644 -0.20
H -0.7908 -1.2826 1.8455 0.14
H -1.2281 1.3740 -1.7482 0.11
O 1.0656 0.0707 -0.0614 0.09
C -0.0047 -0.3524 0.5040 -0.56

=====

| no. | strongest force on any atom (eV/A) | calculated total energy (a.u.) |
| --- | --- | --- |
| 1 | 0.7 | -5874.7317 |
| 2 | 3.8 | -403.4708 |
| 3 | 3.5 | -512.6076 |
| 4 | 8.5 | -8956.7676 |
| 5 | 5.4 | -491.8605 |
| 6 | 1.9 | -337.3678 |